# 1
Formula: C18H51N4O2PScSi4
Source: the Open Molecules 2025 dataset
Level of theory: wB97M-V/def2-TZVPD

## Properties
relative energy (zero: lowest compared OMol25 entry of this formula, charge and spin) = 25.24 kcal/mol
E_HOMO = -9.999 eV
total charge = +1

Each line ends with the Mulliken charge.
Cartesian coordinates (Å):
Sc 0.182 1.386 -0.412  0.216
N 3.383 4.113 -0.265  -0.359
C 2.187 3.530 -0.219  0.785
O 2.089 2.289 -0.142  -0.527
C 0.969 4.419 -0.238  -0.814
C -0.294 3.671 -0.754  -0.985
H 4.218 3.547 -0.242  0.268
H 3.483 5.111 -0.364  0.219
H 1.202 5.314 -0.829  0.479
H 0.808 4.746 0.800  0.293
H -0.334 3.894 -1.842  0.510
H -1.158 4.223 -0.336  0.280
C 0.604 -4.715 -1.312  -1.113
Si 0.630 -3.038 -0.396  0.221
C -0.903 -2.963 0.753  -0.566
C 2.165 -3.009 0.755  -1.144
Si 0.689 -0.972 -1.679  0.050
Si 2.753 -0.869 -2.954  0.495
C 4.221 -0.744 -1.735  -1.007
C 3.059 -2.330 -4.143  -1.126
C 2.763 0.747 -3.982  -0.964
Si -1.191 -0.974 -3.259  0.126
C -1.049 0.606 -4.331  -0.913
C -1.569 -2.454 -4.400  -1.108
C -2.699 -0.657 -2.102  -0.748
H 0.579 -5.549 -0.616  0.369
H 1.485 -4.841 -1.933  0.294
H -0.263 -4.809 -1.957  0.310
H -0.868 -3.699 1.551  0.532
H -1.825 -3.133 0.206  0.463
H -0.964 -1.979 1.213  -0.476
H 2.037 -3.620 1.645  0.424
H 2.380 -1.994 1.084  0.264
H 3.044 -3.380 0.237  0.359
H 4.410 -1.692 -1.244  0.308
H 4.010 -0.009 -0.961  0.170
H 5.144 -0.446 -2.226  0.425
H 3.060 -3.278 -3.615  0.293
H 4.017 -2.241 -4.649  0.369
H 2.293 -2.385 -4.910  0.304
H 2.468 1.596 -3.366  0.108
H 2.069 0.691 -4.814  0.291
H 3.742 0.967 -4.399  0.421
H -0.240 0.520 -5.047  0.232
H -0.842 1.474 -3.702  0.172
H -1.951 0.818 -4.897  0.402
H -0.743 -2.636 -5.081  0.299
H -2.456 -2.285 -5.006  0.374
H -1.730 -3.366 -3.834  0.331
H -2.458 0.170 -1.419  -0.192
H -2.920 -1.535 -1.500  0.243
H -3.608 -0.390 -2.634  0.590
C -1.745 2.252 4.885  -1.140
N -0.974 2.075 3.672  0.526
C -0.070 3.158 3.361  -0.637
P -1.200 0.732 2.716  -0.118
O -0.353 0.836 1.478  0.151
N -2.858 0.711 2.449  0.076
C -3.392 1.921 1.846  -0.737
C -3.451 -0.503 1.916  -0.802
N -0.878 -0.698 3.505  0.500
C 0.509 -1.115 3.615  -1.029
C -1.703 -1.152 4.609  -1.125
H -1.111 2.181 5.772  0.313
H -2.519 1.492 4.935  0.355
H -2.227 3.233 4.885  0.404
H 0.687 3.264 4.147  0.373
H -0.625 4.101 3.283  0.370
H 0.426 2.949 2.409  -0.210
H -2.923 2.793 2.294  0.267
H -4.466 1.977 2.032  0.366
H -3.223 1.955 0.761  0.126
H -2.866 -1.356 2.241  0.361
H -3.477 -0.498 0.822  0.185
H -4.469 -0.612 2.295  0.345
H 1.072 -0.740 2.763  0.117
H 0.548 -2.206 3.604  0.370
H 0.972 -0.748 4.536  0.303
H -2.706 -0.746 4.508  0.434
H -1.293 -0.853 5.579  0.286
H -1.762 -2.242 4.581  0.323

***

# 2
Formula: C18H52N4O6
Source: the Open Molecules 2025 dataset
Level of theory: wB97M-V/def2-TZVPD

## Properties
SMILES string = COC[C@H](C)N.COC[C@H](C)N.COC[C@H](C)N.COC[C@H](C)N.CCO.O
relative energy (zero: lowest compared OMol25 entry of this formula, charge and spin) = 18.73 kcal/mol
E_HOMO = -9.210 eV

Each line ends with the Mulliken charge.
Cartesian coordinates (Å):
C 0.651 2.544 -1.939  -0.179
O 0.622 2.658 -3.362  -0.405
C 0.356 1.409 -3.958  0.157
C 0.148 1.510 -5.469  0.547
C -0.780 2.635 -5.883  -1.629
N -0.400 0.290 -6.065  -0.675
H 1.094 1.575 -1.699  -0.170
H -0.342 2.631 -1.500  0.314
H 1.322 3.325 -1.586  0.238
H 1.239 0.777 -3.776  -0.282
H -0.527 0.913 -3.526  0.171
H 1.154 1.685 -5.867  0.265
H -1.787 2.676 -5.455  0.368
H -0.925 2.733 -6.957  0.417
H -0.347 3.579 -5.527  0.359
H -1.405 0.306 -5.941  0.283
H -0.065 -0.601 -5.716  0.216
C -2.667 0.931 2.238  -0.556
O -3.649 1.141 3.237  -0.360
C -4.674 1.974 2.719  -0.678
C -5.548 2.504 3.832  0.412
C -6.569 1.491 4.341  -1.365
N -6.205 3.756 3.402  -0.725
H -1.958 1.768 2.309  0.241
H -2.974 0.847 1.194  0.357
H -2.081 0.035 2.448  0.090
H -4.261 2.830 2.171  0.416
H -5.236 1.415 1.957  0.296
H -4.863 2.792 4.637  0.271
H -7.195 1.824 5.169  0.371
H -6.044 0.581 4.640  0.330
H -7.276 1.296 3.529  0.318
H -6.911 3.450 2.730  0.262
H -6.762 4.235 4.098  0.267
C 0.026 -3.262 -0.354  -0.591
O 0.669 -3.323 0.904  -0.250
C -0.203 -3.363 1.998  -0.304
C 0.598 -3.600 3.274  0.442
C -0.233 -3.478 4.547  -1.473
N 1.776 -2.701 3.395  -0.631
H -0.770 -2.514 -0.364  0.327
H -0.378 -4.255 -0.571  0.343
H 0.785 -3.006 -1.087  0.002
H -0.818 -2.449 1.999  -0.073
H -0.944 -4.177 1.925  0.509
H 1.028 -4.605 3.215  0.359
H -0.347 -2.419 4.790  0.250
H 0.338 -3.903 5.372  0.361
H -1.220 -3.940 4.499  0.377
H 1.795 -2.014 2.634  -0.030
H 2.479 -3.284 2.923  0.370
C 3.611 -1.287 -5.241  -0.562
O 4.060 -0.875 -3.982  -0.355
C 3.380 -1.446 -2.891  -1.047
C 3.332 -0.379 -1.788  0.759
C 4.756 -0.142 -1.286  -1.745
N 2.492 -0.853 -0.657  0.069
H 4.232 -0.924 -6.056  0.270
H 2.571 -0.996 -5.434  0.074
H 3.631 -2.384 -5.337  0.325
H 2.384 -1.882 -3.036  0.431
H 3.975 -2.309 -2.562  0.548
H 2.950 0.563 -2.173  -0.011
H 5.241 -0.997 -0.802  0.390
H 4.762 0.540 -0.424  0.414
H 5.422 0.318 -2.017  0.417
H 2.972 -1.678 -0.299  0.239
H 2.646 -0.141 0.062  -0.188
C 1.288 0.689 3.167  -0.774
C 2.632 0.697 2.475  -0.232
O 2.536 1.386 1.219  -0.495
H 0.938 1.725 3.234  0.334
H 1.242 0.329 4.197  0.431
H 0.551 0.095 2.628  -0.141
H 2.909 -0.355 2.343  0.172
H 3.402 1.170 3.091  0.520
H 2.850 2.264 1.458  0.283
O -0.549 -0.057 0.207  -0.434
H 0.102 0.189 0.874  0.258
H -0.029 -0.480 -0.492  0.122

***

# 3
Formula: C18H53NO15
Source: the Open Molecules 2025 dataset
Level of theory: wB97M-V/def2-TZVPD

## Properties
SMILES string = COC[C@H](C)N.OCCO.OCCO.OCCO.OCCO.OCCO.OCCO.OCCO
relative energy (zero: lowest compared OMol25 entry of this formula, charge and spin) = 0.00 kcal/mol
E_HOMO = -8.900 eV

Each line ends with the Mulliken charge.
Cartesian coordinates (Å):
C 2.577 -4.688 -2.185  -0.844
O 1.739 -3.563 -2.196  -0.322
C 2.125 -2.551 -1.260  0.628
C 2.057 -2.965 0.213  0.572
C 0.692 -3.506 0.562  -1.329
N 2.372 -1.816 1.071  -0.613
H 2.218 -5.387 -2.942  0.296
H 2.543 -5.231 -1.233  0.304
H 3.612 -4.414 -2.423  0.317
H 3.118 -2.159 -1.509  0.447
H 1.366 -1.779 -1.431  -0.978
H 2.842 -3.710 0.371  0.521
H -0.097 -2.761 0.438  -0.005
H 0.675 -3.832 1.604  0.416
H 0.443 -4.377 -0.048  0.355
H 1.698 -1.088 0.839  -0.112
H 3.270 -1.412 0.803  0.387
O 6.629 0.589 2.163  -0.555
C 5.626 1.278 1.440  -0.333
C 5.497 0.718 0.040  -0.445
O 5.047 -0.628 0.045  -0.456
H 6.221 -0.019 2.784  0.328
H 4.662 1.236 1.956  0.197
H 5.922 2.330 1.361  0.351
H 6.470 0.786 -0.457  0.314
H 4.764 1.296 -0.522  0.305
H 5.726 -1.171 0.460  0.249
O -1.004 3.304 -2.826  -0.665
C -2.356 3.050 -3.145  -0.290
C -3.263 3.477 -2.003  0.321
O -4.641 3.331 -2.309  -0.562
H -0.707 2.541 -2.307  0.241
H -2.613 3.639 -4.031  0.440
H -2.514 2.000 -3.414  0.054
H -3.009 4.519 -1.769  0.478
H -3.063 2.888 -1.107  -0.554
H -4.878 3.986 -2.971  0.321
O 0.110 0.315 1.265  -0.504
C 0.897 1.406 0.780  -0.311
C 1.150 1.133 -0.681  -0.296
O -0.091 1.045 -1.355  0.930
H -0.443 0.647 1.985  -0.016
H 0.335 2.342 0.867  0.400
H 1.843 1.462 1.333  0.135
H 1.734 0.213 -0.799  -0.113
H 1.748 1.925 -1.138  0.458
H -0.448 0.162 -1.193  -0.353
O -4.266 0.094 -0.229  -0.673
C -3.283 0.118 -1.248  0.930
C -2.711 -1.273 -1.338  -0.970
O -1.562 -1.186 -2.230  -0.318
H -4.767 0.916 -0.268  0.353
H -3.702 0.413 -2.217  0.307
H -2.480 0.822 -1.002  -0.517
H -3.425 -1.990 -1.740  0.497
H -2.342 -1.590 -0.360  0.223
H -1.261 -2.091 -2.368  0.187
O -3.357 -1.313 6.569  -0.545
C -2.599 -0.422 5.751  -0.109
C -1.250 -0.992 5.455  -0.042
O -0.490 -1.215 6.636  -0.569
H -3.400 -0.951 7.457  0.329
H -3.155 -0.205 4.833  0.086
H -2.497 0.549 6.252  0.240
H -0.669 -0.310 4.831  0.005
H -1.301 -1.924 4.880  0.276
H -0.782 -2.035 7.041  0.318
O 1.956 0.811 -4.646  -0.611
C 1.445 -0.450 -4.246  0.254
C 0.189 -0.795 -4.990  -0.500
O -0.824 0.151 -4.704  -0.622
H 1.291 1.469 -4.413  0.383
H 2.210 -1.212 -4.404  0.404
H 1.198 -0.436 -3.174  -0.260
H -0.123 -1.817 -4.727  0.212
H 0.361 -0.750 -6.065  0.371
H -1.053 0.046 -3.772  0.247
O -4.113 2.514 1.193  -0.542
C -2.891 1.919 1.599  0.221
C -2.387 2.488 2.907  -0.638
O -1.219 1.740 3.235  -0.419
H -4.022 3.470 1.252  0.345
H -3.047 0.848 1.719  0.279
H -2.121 2.078 0.833  -0.235
H -3.137 2.416 3.699  0.399
H -2.110 3.542 2.765  0.357
H -0.911 1.994 4.109  0.235

***

# 4
Formula: C18H54BrMnNO12
Source: the Open Molecules 2025 dataset
Level of theory: wB97M-V/def2-TZVPD

## Properties
relative energy (zero: lowest compared OMol25 entry of this formula, charge and spin) = 42.10 kcal/mol
multiplicity = 6
E_HOMO (alpha / beta) = -8.358 / -8.361 eV
⟨S²⟩ = 8.75

Each line ends with the Mulliken charge.
Cartesian coordinates (Å):
Mn -1.929 0.743 1.252  1.471
Br 0.188 -0.144 0.030  -0.524
N -4.580 1.546 3.287  0.688
O -3.597 1.348 2.545  -0.440
O -5.340 0.632 3.496  -0.597
O -4.760 2.517 3.940  -0.631
C 1.373 2.542 2.930  -0.996
C 0.406 1.540 3.515  -0.435
O -0.901 1.604 3.068  -0.274
H 2.392 2.412 3.296  0.425
H 1.075 3.578 3.086  0.401
H 1.496 2.485 1.849  0.058
H 0.242 1.729 4.576  0.351
H 0.683 0.486 3.488  0.335
H -1.129 2.529 3.192  0.151
C 6.468 2.620 1.382  -1.140
C 5.214 2.030 0.562  0.048
O 5.198 0.670 0.644  -0.480
H 6.548 3.702 1.283  0.348
H 7.377 2.107 1.068  0.297
H 6.251 2.388 2.424  0.280
H 5.333 2.241 -0.501  0.243
H 4.288 2.478 0.920  0.114
H 4.321 0.395 0.919  0.289
C -3.133 1.300 -2.329  -0.678
C -3.355 -0.134 -1.767  -0.356
O -3.350 0.066 -0.313  -0.323
H -3.734 2.087 -1.875  0.331
H -3.444 1.354 -3.373  0.506
H -2.062 1.506 -2.308  -0.193
H -2.629 -0.909 -2.007  0.150
H -4.295 -0.679 -1.848  0.417
H -3.895 -0.649 0.024  0.176
C 2.017 1.999 -2.996  -1.374
C 0.640 2.479 -3.101  0.896
O 0.135 2.023 -4.328  -0.585
H 2.122 1.060 -2.451  0.177
H 2.650 2.738 -2.506  0.399
H 2.553 1.924 -3.942  0.406
H 0.556 3.556 -3.245  0.318
H 0.061 2.142 -2.242  -0.613
H -0.257 1.147 -4.320  0.393
C 3.606 -4.329 0.804  -1.414
C 2.673 -3.422 0.128  0.608
O 2.972 -2.076 0.480  -0.510
H 4.680 -4.276 0.625  0.338
H 3.358 -5.356 0.536  0.376
H 3.425 -4.262 1.877  0.320
H 1.674 -3.567 0.537  -0.249
H 2.721 -3.645 -0.938  0.252
H 2.136 -1.617 0.370  -0.012
C -1.428 4.508 -0.757  -1.461
C -1.132 3.526 0.409  0.025
O -2.203 2.681 0.480  -0.032
H -0.430 4.925 -0.892  0.396
H -2.226 5.170 -0.423  0.547
H -1.723 4.028 -1.690  0.233
H -0.987 4.129 1.306  0.193
H -0.257 2.906 0.214  0.064
H -2.958 3.255 0.334  0.163
C 0.828 -1.188 -5.781  -1.438
C 0.832 -1.219 -4.320  0.162
O -0.374 -0.691 -3.824  -0.514
H 1.796 -1.455 -6.205  0.385
H 0.635 -0.225 -6.254  0.324
H 0.071 -1.834 -6.224  0.334
H 1.717 -0.678 -3.984  0.072
H 1.025 -2.244 -4.002  0.389
H -0.268 -0.624 -2.872  0.140
C -0.978 -5.361 -0.146  -1.049
C -1.827 -4.561 0.838  -0.377
O -2.166 -3.335 0.277  -0.344
H -1.601 -5.477 -1.033  0.337
H -0.586 -6.324 0.180  0.386
H -0.017 -4.906 -0.389  0.161
H -1.224 -4.428 1.736  0.300
H -2.640 -5.138 1.280  0.348
H -2.753 -3.553 -0.451  0.220
C -3.271 -2.136 3.975  -1.285
C -2.038 -1.488 3.334  -0.043
O -2.331 -1.246 2.011  0.178
H -4.216 -1.798 3.550  0.273
H -3.359 -1.846 5.022  0.374
H -3.248 -3.203 3.753  0.315
H -1.169 -2.143 3.394  0.418
H -1.734 -0.575 3.846  0.064
H -2.194 -2.088 1.570  0.007